(1)
55
Properties=species:S:1:pos:R:3:forces:R:3 method="wB97M-V/def2-TZVPD" gap_ev=9.7 energy_ev=-34434.5155 total_charge=0 de_lowest_ev=2.8831 max_force_ha_per_bohr=0.056 e_lumo_ev=0.06
O 3.223185 1.085050 -2.669857 -0.50 0.20 -0.62
C 2.900665 -0.075289 -2.618399 1.69 -0.24 1.43
C 3.190480 -0.897201 -1.364966 -1.47 1.26 0.06
C 1.893019 -1.631673 -0.948269 0.55 1.07 -0.74
C 2.182452 -2.458194 0.262931 0.43 -0.69 2.77
C 0.838777 -0.560383 -0.524322 0.33 -0.92 0.58
H 2.476049 -0.627173 -3.453627 -0.48 0.03 -0.60
H 4.113697 -1.444206 -1.426805 0.15 -0.87 -0.45
H 3.372596 -0.183768 -0.576194 0.25 0.48 0.28
H 1.601998 -2.149859 -1.883244 -0.45 -0.38 0.73
H 2.697077 -3.442965 0.129677 -0.10 0.98 -0.18
H 1.270409 -2.698806 0.844895 0.01 -0.08 -0.53
H 2.735946 -1.825793 1.083142 -0.57 -1.09 -1.81
H 0.469672 0.090468 -1.304276 0.18 0.30 -0.28
H -0.020986 -1.064915 -0.079671 -0.16 -0.06 -0.17
H 1.258808 0.018645 0.314868 -0.05 0.08 -0.55
H 1.525796 2.448384 1.415743 0.05 0.17 -0.25
H 3.040812 2.573831 1.466789 -0.08 -0.10 -0.18
O 2.281856 2.746136 0.890975 0.11 -0.14 0.45
H -3.069658 1.759808 -2.108599 -0.19 0.58 0.41
H -3.156223 0.411391 -1.530891 -0.42 0.22 0.49
O -3.348388 1.347683 -1.278972 0.52 -0.48 -0.91
H -2.837219 -2.080866 1.656263 0.33 0.05 -0.15
H -2.348296 -2.468981 0.222666 -0.05 -0.17 0.41
O -3.026002 -1.986200 0.711093 -0.40 0.12 -0.26
H -1.420924 -3.818272 -1.950949 -1.29 0.36 -0.25
H -0.459954 -3.533399 -1.006849 -0.35 1.00 0.98
O -1.391118 -3.255514 -1.159032 1.82 -1.31 -0.94
H -2.213422 1.918526 3.692037 -0.06 -0.02 -0.01
H -2.306138 1.236272 2.325254 0.24 0.30 0.88
O -1.860514 1.157347 3.219807 -0.35 0.17 -0.57
H -1.987601 -2.094863 3.978093 -0.17 0.17 0.04
H -2.602788 -0.778475 3.391021 0.31 0.23 0.30
O -1.999256 -1.511200 3.212405 0.14 -0.63 -0.04
H 1.475371 3.408703 -2.674009 0.31 -0.04 0.02
H 2.715717 3.251206 -1.760082 -0.40 -0.04 -0.12
O 1.925490 3.794248 -1.913179 0.20 -0.11 -0.13
H 0.217428 4.803543 0.463724 0.34 -0.10 -0.19
H 0.632692 3.760755 -0.634276 0.25 0.52 0.20
O -0.119174 4.157614 -0.160783 -0.84 -0.31 0.19
H -1.324602 -0.984116 -4.527116 0.27 -0.16 0.19
H -0.857092 -1.069501 -3.078355 0.06 -0.08 -0.15
O -0.589288 -1.299573 -3.978843 -0.31 0.18 0.06
H -3.232908 2.843839 1.009941 0.16 0.18 0.57
H -3.639046 1.555469 0.535408 -0.08 -0.30 0.32
O -3.517521 2.002808 1.399694 -0.16 0.25 -1.23
H 3.355159 -0.093319 3.288802 -0.37 0.09 0.02
H 2.309238 0.381675 2.235480 0.19 -0.40 0.69
O 3.224521 0.074062 2.352339 0.55 0.20 -0.65
H 0.161323 1.185580 3.123869 0.30 -0.73 0.31
H 0.031881 -0.289281 3.251120 0.13 -0.03 -0.01
O 0.725292 0.389936 3.261413 -0.67 0.71 -0.28
H -2.782844 -1.681831 -1.573393 -0.36 -0.17 0.19
H -4.266973 -1.201141 -1.506625 0.21 -0.31 0.24
O -3.469471 -1.196225 -2.047870 0.24 0.07 -0.56

---

(2)
21
Properties=species:S:1:pos:R:3:forces:R:3 method="wB97M-V/def2-TZVPD" gap_ev=7.3 energy_ev=-9863.2125 total_charge=0 de_lowest_ev=3.1538 max_force_ha_per_bohr=0.076 e_lumo_ev=0.53
C -2.115240 -0.547460 -0.152906 -0.23 0.39 0.60
N -0.432076 -1.175349 2.200622 0.19 -0.65 -0.52
C 0.008526 -1.129965 0.926007 -1.96 0.76 -0.30
N -0.671439 -0.590602 -0.063147 0.40 -1.18 0.60
H 0.116979 -1.662398 2.890825 -0.21 0.17 0.00
H -1.276551 -0.694637 2.473800 0.18 -0.22 0.01
H 0.992221 -1.552842 0.748507 0.14 0.66 0.00
H -2.583478 -0.452378 0.831642 -0.21 -0.08 -0.03
H -2.537932 -1.427872 -0.654778 0.31 -0.03 0.17
H -2.475417 0.310339 -0.731711 0.45 0.06 0.05
C 1.469216 1.684309 0.792863 0.05 0.18 0.05
C 0.756271 -0.188398 -2.303761 -0.57 -0.29 0.34
C 0.488550 0.487521 -0.971153 3.80 0.84 0.10
N 1.602259 0.614689 -0.170552 -2.13 -0.14 -1.71
H -0.146778 1.385357 -1.113614 -0.38 -0.45 0.47
H 1.678977 2.668478 0.340012 0.00 -0.03 0.13
H 2.194234 1.538946 1.599331 -0.04 0.11 0.02
H 0.469261 1.779592 1.264839 0.07 -0.14 -0.03
H -0.181036 -0.487330 -2.783406 0.05 -0.08 -0.02
H 1.262159 0.511521 -2.970692 0.07 -0.03 0.12
H 1.381295 -1.071522 -2.152728 0.01 0.13 -0.06

---

(3)
118
Properties=species:S:1:pos:R:3:forces:R:3 method="wB97M-V/def2-TZVPD" gap_ev=5.3 energy_ev=-250726.2461 total_charge=-1 max_force_ha_per_bohr=0.009 e_lumo_ev=1.37
Sn 0.334970 1.369025 -0.630133 0.24 0.18 0.20
N 1.477055 -1.936920 1.451760 0.14 0.43 -0.18
P 0.127132 -0.893401 1.897203 0.00 -0.34 0.21
C 0.559445 -0.788449 3.697841 0.01 -0.11 -0.07
C 1.726498 -0.093235 4.029184 0.02 0.08 -0.10
C 2.163247 -0.031983 5.344711 -0.03 -0.01 0.00
C 1.431219 -0.640497 6.356023 -0.01 -0.01 -0.03
C 0.248608 -1.293691 6.042233 -0.02 0.04 -0.02
C -0.187421 -1.363186 4.724286 0.03 -0.01 -0.01
C -1.219753 -2.147068 1.974062 0.02 0.04 0.09
C -1.026026 -3.522681 1.882212 -0.02 0.02 0.02
C -2.108146 -4.391898 1.950210 0.00 0.00 -0.06
C -3.396289 -3.900546 2.113753 0.01 0.06 -0.01
C -3.602305 -2.528309 2.199446 0.05 -0.03 -0.03
C -2.521017 -1.661571 2.119407 0.00 0.03 -0.02
P 1.746921 -2.127746 -0.242531 -0.18 -0.35 0.13
C 2.269546 -3.907019 -0.297490 0.25 0.19 0.02
C 2.712081 -4.621295 0.813026 -0.06 -0.05 0.03
C 3.258490 -5.889466 0.665651 -0.04 0.01 0.01
C 3.354875 -6.469267 -0.592912 -0.01 0.02 0.00
C 2.879399 -5.783425 -1.702235 -0.04 0.03 0.01
C 2.338432 -4.513187 -1.550855 -0.01 0.02 0.00
C 3.409847 -1.391463 -0.507607 -0.08 -0.07 -0.05
C 3.619006 -0.720171 -1.706024 0.00 0.04 -0.02
C 4.848698 -0.132398 -1.982246 0.02 0.01 0.02
C 5.875700 -0.209896 -1.056005 -0.04 -0.03 0.01
C 5.677190 -0.890435 0.142064 -0.02 0.01 0.01
C 4.454091 -1.480573 0.410916 0.02 -0.03 0.01
H 2.302591 -1.547504 1.903402 -0.06 -0.14 0.10
H 2.279368 0.414923 3.241568 -0.03 -0.05 0.08
H 3.077895 0.499083 5.579754 -0.01 0.01 0.00
H 1.777044 -0.601646 7.382080 -0.01 0.02 -0.01
H -0.336488 -1.764597 6.823475 -0.01 0.02 0.00
H -1.114762 -1.876319 4.505470 0.02 -0.07 -0.04
H -0.022570 -3.909560 1.753344 0.01 0.00 0.03
H -1.945258 -5.460223 1.865439 0.01 0.01 0.02
H -4.238589 -4.580460 2.160623 0.01 0.00 0.00
H -4.605346 -2.134376 2.314249 0.00 0.01 0.00
H -2.687248 -0.588259 2.164055 0.01 -0.06 0.01
H 2.617191 -4.179523 1.799413 0.06 0.03 -0.03
H 3.621092 -6.422879 1.536415 -0.02 -0.01 0.00
H 3.797679 -7.451066 -0.707411 -0.03 0.00 0.00
H 2.935255 -6.233440 -2.686164 0.00 0.00 0.01
H 1.977949 -3.972654 -2.422342 0.04 -0.01 0.00
H 2.806943 -0.636489 -2.420497 0.03 0.07 0.05
H 4.991519 0.404954 -2.911309 -0.01 0.00 0.01
H 6.828580 0.263111 -1.258065 0.00 0.00 -0.01
H 6.476434 -0.954735 0.870641 0.01 0.00 -0.01
H 4.321903 -2.015539 1.346367 -0.01 0.00 -0.01
S -8.030098 -2.007052 -1.250629 -0.20 -0.04 0.00
N -7.349152 -0.544348 -1.137822 0.02 -0.04 -0.02
C -6.044633 -0.729112 -1.222830 0.20 0.06 0.01
C -5.030806 0.311814 -1.152135 -0.24 -0.04 -0.01
C -5.362358 1.664647 -1.070095 -0.05 -0.01 0.00
C -4.349375 2.587202 -0.987662 0.04 -0.03 0.01
C -3.031868 2.121946 -0.956582 -0.02 -0.03 -0.02
N -2.700934 0.839899 -1.042980 -0.14 0.34 -0.10
C -3.683013 -0.059508 -1.170748 0.12 -0.08 0.01
C -3.298097 -1.480431 -1.364514 0.10 0.04 0.02
N -1.993854 -1.760582 -1.440396 0.02 -0.02 0.01
C -1.633105 -3.013473 -1.642965 -0.03 -0.03 0.04
C -2.533266 -4.070423 -1.790304 -0.05 0.02 0.02
C -3.877276 -3.791239 -1.710766 0.03 -0.06 0.00
C -4.275482 -2.474890 -1.489157 -0.19 -0.03 0.00
C -5.674872 -2.096629 -1.380217 0.21 0.07 0.01
N -6.705465 -2.921009 -1.410143 0.00 0.03 -0.01
H -6.406156 1.952087 -1.083801 0.01 0.02 0.02
H -4.544780 3.650170 -0.942672 0.00 -0.02 0.03
H -2.217578 2.832877 -0.856780 0.03 -0.06 -0.05
H -0.563785 -3.199842 -1.682900 -0.01 0.00 0.03
H -2.171836 -5.077926 -1.948798 0.00 0.02 -0.01
H -4.632540 -4.560575 -1.811889 0.02 -0.01 0.01
Br -0.645855 5.410268 -4.081548 0.01 0.03 0.10
C -0.359952 3.616988 -4.615632 0.00 -0.13 0.29
C -0.358460 3.355555 -5.990618 0.00 -0.08 0.03
C -0.201249 2.084098 -6.457559 -0.03 0.06 -0.10
Br -0.234941 1.788792 -8.341790 0.01 -0.01 0.04
C -0.021061 1.010118 -5.560029 0.04 -0.08 0.08
C 0.133338 -0.340520 -5.945872 -0.04 0.00 0.00
C 0.333992 -1.302818 -4.998546 0.01 -0.01 0.01
C 0.387822 -0.917920 -3.645538 -0.06 -0.04 0.00
N 0.228607 0.317956 -3.256443 0.00 0.07 -0.37
C 0.011998 1.290014 -4.169053 0.07 -0.09 -0.08
C -0.184548 2.629260 -3.630777 -0.08 0.06 -0.06
O -0.213640 2.848813 -2.365931 0.16 0.03 0.04
H -0.489807 4.174811 -6.683596 -0.02 0.02 0.02
H 0.082757 -0.596815 -6.995545 0.03 0.01 -0.01
H 0.450759 -2.343284 -5.274090 0.01 0.00 0.00
H 0.560992 -1.646841 -2.856326 -0.02 0.07 -0.07
C 4.146259 2.591188 1.058998 0.07 -0.01 -0.12
C 2.908326 1.914635 0.505973 0.01 -0.28 0.26
O 2.369601 1.015305 1.192778 0.21 0.30 -0.31
O 2.466104 2.315567 -0.616724 -0.36 -0.10 0.09
H 3.911717 2.989354 2.047206 0.00 -0.01 0.00
H 4.478161 3.392254 0.401537 0.02 -0.01 0.03
H 4.938884 1.848502 1.170503 -0.03 0.03 0.01
C -0.485564 5.690076 -0.290491 -0.13 -0.01 0.06
N 0.530258 5.954552 0.704911 0.07 0.11 -0.09
C 0.000678 6.701524 1.821805 0.03 -0.01 0.05
C 1.293749 4.758202 1.075130 -0.04 -0.03 0.07
C 0.470335 3.734283 1.829551 -0.16 -0.08 0.07
C 0.341881 3.906825 3.209730 -0.01 -0.03 -0.01
C -0.568787 3.171943 3.955519 -0.01 -0.02 -0.01
C -1.402841 2.278911 3.301194 0.00 0.04 0.00
C -1.238887 2.074822 1.936055 -0.01 0.04 -0.07
C -0.272256 2.734882 1.166385 -0.02 0.20 -0.12
H -0.904090 6.638973 -0.636164 0.00 -0.01 -0.02
H -1.312053 5.066010 0.091209 -0.01 0.04 0.00
H -0.049841 5.169050 -1.135953 0.03 -0.09 -0.13
H -0.435578 7.632199 1.450414 0.02 0.00 0.00
H 0.806916 6.955800 2.516017 -0.02 -0.01 -0.01
H -0.777055 6.165022 2.389922 0.00 0.02 -0.02
H 2.134337 5.101170 1.688786 0.02 -0.07 0.01
H 1.685704 4.324473 0.159272 0.04 0.03 -0.07
H 0.963953 4.646374 3.706927 0.00 0.00 0.00
H -0.637874 3.307806 5.028438 0.00 0.01 0.00
H -2.152402 1.721506 3.853214 0.00 0.00 0.01
H -1.892766 1.354710 1.447056 0.11 -0.06 0.03